(1)
{
  "formula": "C25H66F3MnN6O9S",
  "method": "the ωB97M-V functional and the def2-TZVPD basis",
  "symbols": ["Mn", "C", "F", "F", "F", "S", "O", "O", "O", "C", "C", "C", "O", "C", "N", "H", "H", "H", "H", "H", "H", "H", "H", "H", "H", "H", "C", "C", "C", "O", "C", "N", "H", "H", "H", "H", "H", "H", "H", "H", "H", "H", "H", "C", "C", "C", "O", "C", "N", "H", "H", "H", "H", "H", "H", "H", "H", "H", "H", "H", "C", "C", "C", "O", "C", "N", "H", "H", "H", "H", "H", "H", "H", "H", "H", "H", "H", "C", "C", "C", "O", "C", "N", "H", "H", "H", "H", "H", "H", "H", "H", "H", "H", "H", "C", "C", "C", "O", "C", "N", "H", "H", "H", "H", "H", "H", "H", "H", "H", "H", "H"],
  "coordinates": [[-15.296546, 6.301438, 23.419524], [-12.201395, 9.570004, 24.129951], [-12.305479, 10.678835, 24.804401], [-11.076899, 9.507894, 23.423329], [-12.235143, 8.477761, 24.904755], [-13.631738, 9.451674, 22.908990], [-14.602996, 10.408885, 23.378563], [-13.152658, 9.724531, 21.579347], [-14.081764, 8.045504, 23.039148], [-12.478815, 11.965532, 19.124467], [-11.383822, 12.291130, 20.144267], [-9.977963, 12.210951, 19.573067], [-8.990047, 12.528605, 20.538690], [-8.703671, 11.460034, 21.429547], [-11.712256, 13.501890, 20.906933], [-12.529170, 12.680209, 18.300159], [-13.407165, 12.008125, 19.693407], [-12.410857, 10.967501, 18.696161], [-11.460864, 11.443563, 20.841096], [-9.866880, 12.891959, 18.729056], [-9.754444, 11.187351, 19.250114], [-9.666850, 11.203115, 21.891804], [-8.058820, 11.697161, 22.271395], [-8.309608, 10.626790, 20.840787], [-11.015393, 13.570661, 21.648012], [-12.561179, 13.308568, 21.433963], [-12.235342, 8.763202, 29.855447], [-11.757012, 8.780075, 28.393685], [-10.425795, 9.545490, 28.297055], [-10.361710, 10.910892, 28.620596], [-11.307336, 11.763321, 27.983376], [-11.527226, 7.365686, 28.062250], [-12.920418, 7.917915, 29.974098], [-12.740914, 9.667714, 30.187799], [-11.444329, 8.521576, 30.569936], [-12.525181, 9.249093, 27.775373], [-9.927425, 9.405906, 27.323573], [-9.751864, 9.030170, 28.988382], [-10.971012, 12.751455, 28.304005], [-12.285140, 11.581364, 28.437561], [-11.150037, 11.685537, 26.903501], [-10.953178, 7.295101, 27.224825], [-10.959117, 7.008745, 28.825336], [-15.213759, 4.938369, 19.358988], [-15.085444, 5.149174, 20.848411], [-13.634377, 5.024315, 21.342906], [-13.474369, 5.319016, 22.778944], [-12.115553, 5.740689, 23.003799], [-15.723282, 6.409233, 21.327646], [-16.084389, 5.466959, 18.962540], [-15.344065, 3.921751, 18.990468], [-14.339114, 5.342462, 18.835242], [-15.598603, 4.254156, 21.236515], [-12.982508, 5.683450, 20.767391], [-13.372844, 3.966527, 21.308020], [-12.002426, 6.008708, 24.051684], [-11.821421, 6.587251, 22.387332], [-11.492705, 4.862609, 22.827281], [-16.570226, 6.468792, 20.764082], [-15.104472, 7.096873, 20.863045], [-13.507301, 8.668982, 16.793537], [-13.160815, 7.936017, 18.086356], [-11.700513, 7.923076, 18.570103], [-10.876553, 6.952438, 17.973908], [-11.028640, 5.690915, 18.555507], [-14.076644, 8.303701, 19.201175], [-13.026890, 8.130814, 15.967265], [-13.047816, 9.651145, 16.659069], [-14.569983, 8.647557, 16.565237], [-13.428709, 6.894937, 17.854171], [-11.648138, 7.908954, 19.665088], [-11.269548, 8.892276, 18.296445], [-10.418874, 4.971882, 18.012560], [-12.045107, 5.290472, 18.641520], [-10.641693, 5.641022, 19.585314], [-14.460813, 9.211827, 18.935084], [-13.554205, 8.566856, 20.038241], [-15.079522, 5.533725, 27.796614], [-15.456670, 6.361269, 26.541165], [-15.486918, 7.814312, 26.953936], [-15.992724, 8.533033, 25.840648], [-16.145037, 9.900444, 26.122605], [-14.428309, 6.183508, 25.493003], [-14.030217, 5.701918, 28.060849], [-15.319340, 4.471928, 27.755000], [-15.606939, 5.905332, 28.679764], [-16.409992, 5.900995, 26.272931], [-14.506381, 8.173221, 27.293145], [-16.155217, 7.977128, 27.807316], [-15.340994, 10.327920, 26.731362], [-17.125814, 10.163261, 26.531826], [-16.088982, 10.515202, 25.221640], [-14.026674, 5.256365, 25.626169], [-13.670622, 6.842232, 25.662456], [-18.608817, 9.587561, 20.727040], [-17.187980, 9.775286, 21.289636], [-16.610804, 11.132390, 20.937832], [-16.724001, 11.376314, 19.549976], [-16.231079, 12.638462, 19.200929], [-17.181893, 9.521415, 22.744871], [-19.241591, 9.045260, 21.428573], [-18.488661, 9.032786, 19.798981], [-19.089325, 10.558268, 20.601089], [-16.525431, 9.002722, 20.879429], [-15.552517, 11.218460, 21.211227], [-17.136929, 11.898112, 21.534615], [-15.218839, 12.968814, 19.462079], [-16.914974, 13.422800, 19.552800], [-16.182863, 12.663218, 18.107525], [-16.235368, 9.691404, 23.074833], [-17.824588, 10.173411, 23.185300]],
  "forces_ev_per_a": [[1.00, 1.90, 0.53], [-0.82, -0.88, -2.11], [0.42, 0.11, 0.61], [0.36, 0.35, 0.37], [0.13, 0.25, 0.86], [-1.15, 0.48, -0.44], [0.74, -0.15, 0.53], [0.76, -0.16, 0.35], [0.12, -0.17, 0.28], [0.06, 0.58, 0.19], [-0.66, -1.65, 0.44], [0.14, 0.25, 0.43], [0.82, 0.82, 0.43], [-1.50, -0.11, -0.41], [0.51, 0.00, 0.02], [0.01, 0.11, 0.08], [-0.19, -0.06, -0.25], [0.26, -0.12, 0.10], [0.16, -0.13, -0.03], [0.21, 0.12, 0.07], [-0.44, -0.05, -0.37], [0.22, -0.61, 0.05], [0.38, 0.61, -0.46], [0.07, -0.22, 0.30], [0.17, 0.32, -0.29], [-0.15, 0.06, -0.30], [-0.49, -0.40, 0.00], [0.48, 0.39, 1.25], [0.67, -0.13, -0.34], [-0.26, -0.35, 0.60], [1.35, -0.02, 0.88], [-0.11, 0.30, -0.54], [-0.30, 0.22, -0.11], [0.12, 0.09, -0.08], [0.31, 0.32, -0.23], [-0.01, -0.28, -0.25], [-0.46, -0.10, -0.33], [0.02, 0.19, 0.18], [-0.30, 0.08, -0.22], [-0.29, 0.04, -0.80], [-0.83, -0.01, -0.04], [0.02, -0.01, 0.06], [-0.02, -0.30, -0.13], [0.57, 0.66, -1.36], [-0.16, -1.83, 0.72], [-0.46, -0.36, 0.52], [-0.47, 0.54, -1.24], [0.08, -0.61, 0.69], [0.80, -0.84, -1.03], [0.06, 0.15, 0.13], [0.18, -0.24, 0.59], [-0.24, 0.07, -0.02], [-0.30, 0.56, 0.65], [0.11, -0.12, 0.05], [0.39, 0.12, -0.77], [-0.17, 0.06, -0.01], [-0.19, -0.01, -0.14], [0.22, 0.18, -0.18], [-0.32, 0.29, 0.62], [-0.38, 0.57, 0.33], [1.37, -0.34, -0.72], [-0.87, -1.34, 0.52], [0.01, 1.38, -0.72], [-0.47, -0.23, 0.13], [0.57, -0.80, 0.62], [0.17, 0.92, -0.09], [-0.12, -0.23, 0.10], [-0.46, 0.31, 0.58], [-0.08, 0.25, 0.28], [0.30, -0.05, 0.00], [-0.07, -0.42, 0.11], [0.15, -0.05, 0.00], [-0.13, 0.08, -0.30], [-0.21, 0.30, -0.51], [0.10, 0.42, 0.09], [-0.46, -0.20, 0.20], [0.14, -0.12, -0.23], [0.32, 0.63, 0.65], [0.76, -1.02, 2.39], [-1.43, 0.17, -0.45], [0.63, 0.02, -0.01], [-0.23, 1.58, -0.52], [-0.77, -0.70, -0.85], [0.09, -0.26, -0.23], [0.20, -0.02, -0.39], [-0.26, 0.02, -0.19], [-0.19, 0.82, -0.67], [0.21, -0.14, -0.32], [-0.07, -0.27, 0.01], [-0.04, -0.41, 0.35], [0.08, -0.45, 0.48], [0.07, -0.57, -0.29], [0.10, 0.08, -0.08], [-0.07, 0.07, -0.14], [0.64, 0.14, 0.31], [-0.23, -0.57, 0.51], [0.26, 0.35, 0.11], [0.52, -0.35, 0.43], [-0.41, 1.09, -1.26], [-0.02, -0.20, -0.54], [0.19, -0.32, -0.03], [-0.63, 0.28, -0.22], [0.03, -0.06, -0.46], [-0.05, 0.11, -0.24], [-0.05, -0.20, 0.16], [-0.14, 0.03, -0.21], [0.03, -0.79, 0.78], [0.04, -0.03, -0.08], [-0.41, 0.05, 0.07], [-0.54, 0.24, 0.28], [0.16, -0.05, 0.19]],
  "spin_multiplicity": 6,
  "homo_lumo_gap_ev": [7.222, 6.566],
  "largest_force_ev_per_a": 2.70,
  "e_above_lowest_kj_mol": 249.42,
  "total_charge": 1
}


(2)
{
  "formula": "C17H14Co2O9",
  "method": "the ωB97M-V functional and the def2-TZVPD basis",
  "symbols": ["C", "C", "O", "C", "C", "C", "O", "C", "C", "C", "O", "H", "H", "H", "H", "H", "H", "H", "H", "H", "H", "H", "O", "C", "Co", "C", "O", "C", "O", "C", "C", "C", "Co", "C", "O", "C", "O", "C", "O", "H", "H", "H"],
  "coordinates": [[-3.995091, -0.372087, -2.847583], [-3.015008, 0.755541, -2.685161], [-1.713065, 0.156050, -2.501357], [-0.689298, 1.050363, -2.425895], [0.519644, 0.452457, -1.636050], [1.799283, 1.105306, -2.202936], [1.978305, 2.290620, -2.353217], [2.771068, 0.002913, -2.643167], [2.083457, -1.342467, -2.378857], [0.616660, -1.015910, -2.078803], [-0.744566, 2.182281, -2.862070], [-5.010131, 0.018732, -2.874309], [-3.821274, -0.905643, -3.782477], [-3.934921, -1.084482, -2.023127], [-2.992117, 1.410056, -3.561859], [-3.244810, 1.351142, -1.792859], [3.000835, 0.129694, -3.713768], [3.717942, 0.103818, -2.091669], [2.148714, -2.004242, -3.250821], [2.550045, -1.851763, -1.531752], [0.082052, -1.704982, -1.414194], [0.119279, -1.075428, -3.065739], [4.259111, -0.315547, 3.067030], [3.152799, -0.284135, 3.401475], [1.444008, -0.265795, 3.909315], [1.195948, -1.951632, 3.386188], [1.057939, -3.058018, 3.068178], [1.908265, -0.287409, 5.626293], [2.153480, -0.309203, 6.756685], [1.154971, 0.949650, 2.207587], [0.571593, 0.500582, 1.100137], [0.102938, 0.870091, -0.234619], [-0.575729, 0.413822, 2.668224], [-1.130765, -1.056548, 1.925195], [-1.481571, -1.962849, 1.301119], [-2.081272, 1.336417, 2.815548], [-3.108628, 1.855365, 2.910264], [-0.532444, -0.113798, 4.480308], [-1.157727, -0.356252, 5.439684], [1.739749, 1.874320, 2.352268], [-0.958999, 0.534100, -0.201368], [0.059314, 1.974858, -0.261854]],
  "forces_ev_per_a": [[-0.17, -0.21, -0.12], [-0.05, 0.03, -0.14], [0.45, 0.73, 0.38], [-0.03, 1.21, -0.60], [-0.33, 0.19, -1.58], [0.54, 0.39, -0.25], [-0.05, -0.94, 0.50], [0.13, 0.02, -0.20], [0.30, -0.15, 0.48], [-0.30, -0.26, -0.49], [-0.19, -1.51, 0.65], [-0.07, 0.07, -0.01], [0.03, -0.03, 0.04], [0.07, 0.07, -0.01], [0.00, -0.07, 0.22], [0.11, 0.01, -0.18], [-0.05, 0.17, 0.38], [-0.28, 0.10, -0.21], [0.05, 0.08, 0.32], [0.03, 0.00, -0.09], [0.31, 0.07, -0.12], [-0.02, -0.07, 0.64], [-2.37, -0.04, 0.76], [2.19, 0.47, -0.88], [0.66, -0.65, -0.68], [-0.49, -3.20, -1.05], [0.36, 2.39, 0.77], [-0.13, 1.01, 3.05], [-0.30, -0.28, -2.36], [2.36, 1.34, -0.41], [0.06, 1.13, 2.60], [-1.85, -0.28, -0.44], [-1.22, -1.72, 0.10], [-1.58, -1.65, -1.95], [0.58, 1.23, 1.16], [-1.66, 1.10, 0.60], [1.90, -0.94, -0.33], [-0.48, 0.23, 1.27], [0.89, 0.29, -1.46], [-0.06, -0.51, -0.50], [0.44, 0.44, -0.08], [0.22, -0.27, 0.24]],
  "homo_lumo_gap_ev": 6.862,
  "largest_force_ev_per_a": 3.40,
  "e_above_lowest_kj_mol": 0.00
}


(3)
{
  "formula": "C3H9NO2S",
  "method": "the ωB97M-V functional and the def2-TZVPD basis",
  "symbols": ["O", "C", "C", "C", "S", "N", "H", "H", "H", "H", "H", "H", "H", "H", "H", "O"],
  "coordinates": [[0.779509, 0.821766, 1.524901], [1.277174, 0.586561, 0.425521], [2.404374, 1.059224, -0.260813], [-2.166585, -2.088831, 0.029538], [-1.659372, -0.683223, -0.988883], [2.437762, 1.208521, -1.623976], [0.550733, 0.159593, -0.327709], [3.253909, 1.433368, 0.298274], [-3.086572, -2.521628, -0.380130], [-1.378074, -2.837295, 0.088870], [-2.347424, -1.708485, 1.040283], [3.178115, 0.694633, -2.072933], [1.934968, 1.909419, -2.138406], [-1.049183, 0.780850, 1.846644], [-2.132567, 0.573885, 0.787473], [-1.996764, 0.611643, 1.751346]],
  "forces_ev_per_a": [[1.33, -0.25, 0.03], [-2.33, 1.64, 0.00], [0.01, 1.39, -0.37], [0.45, 0.59, 0.63], [0.49, -0.11, -0.46], [0.50, -0.92, 0.78], [-0.49, -1.52, -0.22], [0.59, -1.13, 0.23], [0.19, 0.10, -0.08], [-0.11, -0.13, -0.26], [-0.18, -0.18, -0.17], [0.29, 0.76, -0.41], [-0.52, -0.37, -0.07], [-0.01, -0.09, 0.04], [0.03, 0.05, 0.36], [-0.25, 0.18, -0.03]],
  "homo_lumo_gap_ev": 4.032,
  "largest_force_ev_per_a": 2.85,
  "e_above_lowest_kj_mol": 633.21
}


(4)
{
  "formula": "C5H8O2",
  "method": "the ωB97M-V functional and the def2-TZVPD basis",
  "symbols": ["C", "C", "C", "C", "O", "C", "O", "H", "H", "H", "H", "H", "H", "H", "H"],
  "coordinates": [[0.389136, 2.265743, 0.036262], [-0.461276, 1.042221, 0.363422], [0.026249, -0.215612, -0.352344], [-0.258803, -1.491534, 0.397347], [-0.689726, -1.568438, 1.527278], [0.055851, -2.805285, -0.328972], [0.439611, -2.846841, -1.471375], [1.419833, 2.121917, 0.380299], [-0.001962, 3.161549, 0.527746], [0.423189, 2.462228, -1.041415], [-1.507616, 1.229729, 0.094995], [-0.454264, 0.857989, 1.442760], [-0.387272, -0.312355, -1.363934], [1.116521, -0.193299, -0.506858], [-0.109472, -3.708012, 0.294789]],
  "forces_ev_per_a": [[0.05, 0.07, -0.03], [-0.05, 0.00, 0.08], [-0.01, -0.02, 0.03], [-0.12, 0.08, 0.29], [0.17, 0.02, -0.52], [0.13, -0.12, -0.44], [-0.19, 0.00, 0.59], [-0.13, 0.02, -0.06], [0.04, -0.11, -0.07], [-0.03, -0.04, 0.13], [0.13, -0.05, 0.05], [0.03, 0.05, -0.14], [0.07, -0.01, 0.13], [-0.13, -0.01, 0.06], [0.03, 0.10, -0.11]],
  "homo_lumo_gap_ev": 9.409,
  "largest_force_ev_per_a": 0.62,
  "e_above_lowest_kj_mol": 78.48,
  "smiles": "CCCC(=O)C=O"
}


Q: Which formula does entry 2 have?
A: C17H14Co2O9